(1)
This record from the Open Molecules 2025 dataset describes the molecule C16H22N4S in a non-equilibrium geometry. The level of theory is ωB97M-V with the def2-TZVPD basis set.

## Properties
LUMO energy	0.68	eV
strongest force on any atom	5.2	eV/Å
HOMO level	-7.94	eV
E	-1240.018080	a.u.
ΔE to the lowest compared entry with this formula, charge and spin	0.0	kJ/mol

Element x y z (Å)
N (-2.689, -5.963, 1.271)
C (-2.876, -5.020, 2.356)
C (-2.072, -3.624, 2.271)
S (-0.305, -3.776, 2.727)
C (0.396, -2.234, 2.119)
N (-0.271, -1.473, 1.204)
C (0.691, -0.749, 0.622)
C (0.416, 0.181, -0.603)
C (-1.073, 0.336, -0.912)
C (-1.544, 1.318, -1.991)
C (-0.848, 2.672, -1.729)
C (0.653, 2.587, -1.591)
C (1.011, 1.605, -0.360)
N (1.951, -1.144, 1.198)
C (3.199, -0.732, 0.861)
C (4.110, -0.326, 1.825)
C (5.270, 0.305, 1.363)
C (5.591, 0.515, 0.042)
C (4.650, 0.111, -0.966)
C (3.458, -0.505, -0.543)
N (1.711, -2.028, 2.140)
H (-3.341, -6.772, 1.303)
H (-1.689, -6.206, 1.232)
H (-3.967, -4.739, 2.388)
H (-2.650, -5.461, 3.327)
H (-2.474, -2.983, 3.058)
H (-2.248, -3.106, 1.334)
H (0.712, -0.285, -1.481)
H (-1.478, -0.638, -1.170)
H (-1.634, 0.749, -0.053)
H (-2.658, 1.343, -1.940)
H (-1.403, 1.178, -3.038)
H (-1.152, 3.348, -2.528)
H (-1.160, 3.187, -0.746)
H (1.014, 2.315, -2.536)
H (1.144, 3.563, -1.382)
H (0.723, 1.998, 0.579)
H (2.115, 1.563, -0.447)
H (3.867, -0.398, 2.906)
H (6.091, 0.678, 2.062)
H (6.602, 0.987, -0.268)
H (4.992, 0.185, -1.969)
H (2.639, -0.628, -1.132)

These are the Mulliken partial charges, in e, on atoms 1 to 8: -0.56, -0.54, -0.55, -0.15, 0.15, -0.40, -0.29, 0.55

(2)
This record from the Open Molecules 2025 dataset describes a 2-piece molecular cluster, C7H12N5OS overall in a non-equilibrium geometry. The level of theory is ωB97M-V with the def2-TZVPD basis set.

## Properties
LUMO energy	-2.74	eV
net charge	+1
strongest force on any atom	5.0	eV/Å
HOMO level	-11.35	eV
E	-1020.694214	a.u.
ΔE to the lowest compared entry with this formula, charge and spin	298.6	kJ/mol

Element x y z (Å)
C (4.025, -0.409, -1.115)
C (4.948, -1.351, -0.896)
C (4.298, -0.124, 1.077)
C (3.697, 0.385, -0.056)
C (2.723, 1.364, -0.050)
C (-1.503, -0.737, -0.021)
C (-2.389, -1.932, 0.220)
N (2.155, 2.377, 0.130)
N (-0.198, -1.022, -0.258)
N (-1.330, 2.802, 0.357)
N (-0.909, 1.526, -0.194)
N (-1.767, 0.536, 0.093)
O (1.383, 3.331, 0.282)
S (5.474, -1.351, 0.774)
H (3.655, -0.424, -2.093)
H (5.325, -2.146, -1.475)
H (4.250, 0.458, 1.915)
H (-3.328, -1.686, 0.705)
H (-1.814, -2.592, 0.849)
H (-2.597, -2.478, -0.728)
H (0.071, -1.996, -0.328)
H (0.528, -0.305, -0.592)
H (-1.429, 3.037, 1.370)
H (-2.130, 3.112, -0.016)
H (-2.625, 0.761, 0.635)
H (-0.540, 3.422, 0.029)

These are the Mulliken partial charges, in e, on atoms 1 to 8: -0.77, -0.29, -0.53, 0.24, 0.38, 0.69, -1.21, 0.45

(3)
This record from the Open Molecules 2025 dataset describes a 2-piece molecular cluster, C19H22NO4S2 overall in a non-equilibrium geometry. The level of theory is ωB97M-V with the def2-TZVPD basis set.

## Properties
LUMO energy	1.85	eV
net charge	-1
strongest force on any atom	2.0	eV/Å
HOMO level	-2.98	eV
E	-1889.251053	a.u.
ΔE to the lowest compared entry with this formula, charge and spin	0.0	kJ/mol

Element x y z (Å)
C (2.135, -2.534, -3.356)
N (1.673, -1.178, -3.068)
C (2.707, -0.148, -3.026)
C (0.370, -0.904, -2.736)
S (-0.797, -2.096, -2.815)
S (-0.075, 0.625, -2.235)
H (1.286, -3.206, -3.441)
H (2.695, -2.573, -4.285)
H (2.777, -2.885, -2.554)
H (2.245, 0.833, -3.097)
H (3.258, -0.212, -2.092)
H (3.402, -0.258, -3.855)
C (1.905, -4.615, -0.009)
O (0.589, -4.143, 0.206)
C (0.419, -2.826, 0.625)
C (-0.864, -2.351, 0.662)
C (-1.179, -1.016, 1.053)
C (-2.456, -0.484, 0.868)
C (-2.775, 0.921, 0.899)
C (-4.071, 1.390, 1.200)
C (-4.322, 2.735, 1.310)
C (-3.314, 3.692, 1.102)
O (-3.611, 5.037, 1.304)
C (-2.539, 5.919, 1.070)
C (-2.053, 3.225, 0.714)
C (-1.795, 1.890, 0.608)
C (-0.133, -0.262, 1.660)
C (1.169, -0.666, 1.681)
O (2.056, 0.181, 2.345)
C (3.417, 0.063, 2.006)
C (1.517, -1.941, 1.041)
O (2.676, -2.262, 0.868)
H (1.897, -5.704, 0.072)
H (2.236, -4.350, -1.012)
H (2.603, -4.212, 0.726)
H (-1.656, -3.011, 0.358)
H (-3.258, -1.164, 0.637)
H (-4.858, 0.670, 1.361)
H (-5.314, 3.080, 1.541)
H (-2.868, 6.930, 1.306)
H (-1.691, 5.664, 1.705)
H (-2.249, 5.881, 0.021)
H (-1.267, 3.921, 0.486)
H (-0.847, 1.580, 0.198)
H (-0.362, 0.647, 2.181)
H (4.035, 0.453, 2.818)
H (3.668, -0.983, 1.840)
H (3.615, 0.648, 1.106)

These are the Mulliken partial charges, in e, on atoms 1 to 8: -1.02, 0.01, -1.00, 0.36, -0.56, -0.48, 0.28, 0.36

(4)
This record from the Open Molecules 2025 dataset describes a 2-piece molecular cluster, C4H12 overall in a non-equilibrium geometry. The level of theory is ωB97M-V with the def2-TZVPD basis set.

## Properties
2S+1	2
LUMO energy (alpha / beta)	4.34 / 4.37	eV
net charge	-1
strongest force on any atom	4.8	eV/Å
HOMO level (alpha / beta)	1.53 / -6.89	eV
E	-159.474509	a.u.
ΔE to the lowest compared entry with this formula, charge and spin	146.1	kJ/mol

Element x y z (Å)
C (-0.480, -2.413, 1.577)
C (-0.888, -1.690, 0.277)
H (-0.103, -1.785, 2.288)
H (-1.413, -2.735, 1.904)
H (0.115, -3.296, 1.429)
H (-1.815, -2.172, -0.074)
H (-0.334, -1.643, -0.699)
H (-1.068, -0.624, 0.279)
C (1.059, 1.461, -1.164)
C (0.342, 2.544, -0.530)
H (1.752, 1.857, -2.014)
H (1.990, 1.051, -0.628)
H (0.432, 0.692, -1.550)
H (-0.612, 2.361, 0.205)
H (-0.033, 3.269, -1.337)
H (1.055, 3.122, 0.036)

These are the Mulliken partial charges, in e, on atoms 1 to 8: -1.42, -0.84, 0.68, 0.33, 0.43, 0.30, 0.57, -0.30

(5)
This record from the Open Molecules 2025 dataset describes a 2-piece molecular cluster, C2H5ClO2P overall in a non-equilibrium geometry. The level of theory is ωB97M-V with the def2-TZVPD basis set.

## Properties
2S+1	3
LUMO energy (alpha / beta)	3.88 / 2.41	eV
net charge	-1
strongest force on any atom	5.5	eV/Å
HOMO level (alpha / beta)	-0.91 / -6.25	eV
E	-1031.215802	a.u.
ΔE to the lowest compared entry with this formula, charge and spin	17.1	kJ/mol

Element x y z (Å)
C (1.960, -0.488, 0.288)
C (0.689, 0.029, -0.267)
O (-0.426, 0.975, 1.981)
O (-1.974, 0.818, -0.071)
P (-0.702, 0.484, 0.627)
Cl (-3.638, -0.085, -1.915)
H (1.867, -0.050, 1.335)
H (2.934, -0.321, -0.092)
H (1.857, -1.530, 0.392)
H (0.266, -0.174, -1.330)
H (-2.834, 0.342, -0.947)

These are the Mulliken partial charges, in e, on atoms 1 to 8: -0.76, -0.20, -0.39, -0.11, -0.46, -0.51, 0.25, 0.30